Computed, not measured: 2 unconnected molecules or ions with the total composition CH6NPS2, with ωB97M-V/def2-TZVPD.

Each line ends with the Mulliken spin population.
Positions of all 11 atoms, in Å:
C 0.421 2.550 -1.126  0.01
N -1.831 -0.371 -1.047  0.08
P -3.009 -0.478 0.156  0.54
S -2.457 0.357 1.884  0.99
S -4.686 -1.174 -0.380  0.38
H -0.094 3.034 -0.314  0.00
H 0.898 1.594 -0.729  0.00
H 1.153 3.183 -1.484  0.00
H -2.190 -0.695 -1.914  0.00
H -0.873 -0.201 -0.792  0.00
H -0.149 2.294 -2.025  0.00

Net charge   0
⟨S²⟩   2.010
Multiplicity   3
HOMO-LUMO gap (alpha / beta)   6.340 / 5.778 eV
HOMO (alpha / beta)   -6.064 / -9.471 eV

Computed, not measured: 11 unconnected molecules or ions with the total composition C17H29BrCl21N2OP, with ωB97M-V/def2-TZVPD.

Each line ends with the Mulliken charge.
Positions of all 72 atoms, in Å:
C 3.153 2.038 -0.071  -1.29
C 2.738 3.522 -0.340  -0.52
C 1.466 3.723 -1.232  -0.06
Cl 0.433 5.012 -0.426  -0.19
C 0.664 2.434 -1.556  0.00
C -0.158 2.776 -2.840  -0.52
N -0.619 2.993 -3.817  -0.48
C -0.415 2.073 -0.428  1.31
C -0.360 0.555 -0.178  -1.12
N -0.315 -0.543 -0.279  -0.21
P -2.201 2.413 -1.074  0.28
O -2.796 3.790 -0.345  -0.47
Br -3.430 0.712 -0.185  -0.19
H 3.952 2.022 0.706  0.42
H 2.319 1.384 0.255  0.25
H 3.653 1.652 -0.993  0.37
H 2.674 4.079 0.620  0.36
H 3.589 3.997 -0.885  0.27
H 1.785 4.188 -2.189  0.63
H 1.272 1.557 -1.846  0.77
H -0.205 2.586 0.535  0.03
H -2.080 4.283 0.089  0.36
C -2.598 -3.813 -0.151  -0.25
Cl -3.636 -4.972 -0.993  -0.17
Cl -3.527 -2.447 0.469  -0.15
H -2.112 -4.314 0.680  0.31
H -1.851 -3.443 -0.847  0.20
C 1.006 3.741 3.618  -0.52
Cl 0.044 4.681 2.470  -0.10
Cl 2.199 2.737 2.787  -0.03
H 1.524 4.423 4.285  0.38
H 0.343 3.097 4.187  0.30
C 1.618 -1.076 2.912  -0.35
Cl 2.887 -0.130 3.714  -0.11
Cl 0.400 -0.034 2.169  -0.07
H 2.073 -1.688 2.139  0.12
H 1.134 -1.709 3.649  0.41
C -6.849 -4.786 -3.158  0.09
Cl -7.585 -6.270 -3.776  -0.17
Cl -6.287 -3.749 -4.475  -0.07
H -7.586 -4.245 -2.573  0.26
H -6.000 -5.046 -2.537  -0.09
C -7.725 -0.596 -5.234  0.21
Cl -8.705 -0.371 -3.778  -0.18
Cl -7.160 0.951 -5.875  -0.15
H -6.867 -1.207 -4.987  -0.06
H -8.326 -1.092 -5.990  0.13
C 4.822 -3.470 3.338  -0.05
Cl 4.482 -3.071 1.652  -0.15
Cl 6.561 -3.516 3.650  -0.19
H 4.369 -2.715 3.975  0.04
H 4.399 -4.445 3.560  0.33
C -7.171 -2.936 -8.232  -0.29
Cl -5.884 -2.061 -7.394  -0.09
Cl -8.373 -1.826 -8.902  -0.15
H -6.735 -3.513 -9.040  0.34
H -7.661 -3.600 -7.525  0.23
C 6.332 -0.557 5.850  0.46
Cl 8.020 -0.459 6.366  -0.18
Cl 5.837 0.900 4.984  -0.15
H 6.217 -1.413 5.194  -0.40
H 5.703 -0.676 6.727  0.28
C -1.664 -0.116 -4.905  -0.18
Cl -0.395 -0.673 -3.803  -0.17
Cl -1.807 -1.179 -6.311  -0.18
H -2.610 -0.107 -4.373  0.25
H -1.420 0.885 -5.243  0.26
C 9.124 1.597 9.589  0.07
Cl 8.121 1.887 11.015  -0.16
Cl 9.668 3.115 8.866  -0.15
H 9.993 1.016 9.882  0.26
H 8.542 1.046 8.855  -0.02

Net charge   0
Multiplicity   1
HOMO-LUMO gap   9.174 eV
HOMO   -9.085 eV

Computed, not measured: a single C20H22BrN3O2S molecule, with ωB97M-V/def2-TZVPD.

Each line ends with the Mulliken charge.
Positions of all 49 atoms, in Å:
O -0.266 3.524 0.665  -0.70
Br 2.186 5.415 6.589  -0.17
N 0.357 -3.921 -2.060  -0.85
O -3.623 0.568 -2.084  -0.37
S -0.890 -5.004 0.132  -0.28
C 0.466 2.793 1.377  0.60
C -0.486 -4.707 -1.503  0.68
C 2.174 3.355 4.659  -0.73
C 0.859 5.381 3.991  -0.44
C 1.893 2.860 3.419  -0.32
C 0.542 4.809 2.832  -0.20
C -0.753 1.044 -0.951  -0.40
C 0.837 -0.540 -0.212  -0.16
C -0.604 -1.107 -2.121  -1.07
C 1.609 4.667 4.960  0.20
C 0.996 3.523 2.500  0.42
C 0.345 0.744 -0.150  0.68
C -1.198 0.175 -2.009  0.61
C 0.430 -1.539 -1.141  -0.24
N -1.208 -5.374 -2.412  -0.47
N 0.810 1.549 0.868  0.02
C -4.101 1.940 -2.104  -0.78
C -2.361 0.437 -2.854  -0.93
C 2.205 -2.659 -2.227  -1.90
C 0.188 -3.749 0.886  -0.57
C 1.436 -3.419 0.070  -1.38
C 1.063 -2.889 -1.308  1.83
H 2.736 2.812 5.371  0.47
H 0.341 6.301 4.228  0.38
H 2.373 1.895 3.096  0.09
H -0.205 5.315 2.119  0.30
H -1.309 2.025 -0.824  0.37
H 1.751 -0.773 0.451  0.02
H -1.040 -1.753 -2.872  0.31
H -1.922 -5.960 -2.115  0.17
H -1.263 -4.917 -3.293  0.23
H 1.578 1.084 1.369  -0.07
H -5.059 1.914 -2.631  0.29
H -4.391 2.330 -1.087  0.25
H -3.394 2.742 -2.312  0.33
H -2.220 1.384 -3.391  0.42
H -2.545 -0.299 -3.680  0.36
H 1.830 -2.199 -3.213  0.34
H 2.715 -3.530 -2.606  0.46
H 2.935 -1.956 -1.872  0.37
H 0.440 -4.365 1.777  0.46
H -0.430 -2.822 1.129  0.37
H 2.063 -4.298 -0.055  0.45
H 2.109 -2.807 0.601  0.54

Net charge   0
Relative energy (zero: lowest compared OMol25 entry of this formula, charge and spin)   3.688 eV
Multiplicity   1
HOMO-LUMO gap   8.070 eV
HOMO   -8.366 eV

Computed, not measured: a single C2H3NOS2 molecule, with ωB97M-V/def2-TZVPD.

Each line ends with the Mulliken charge.
Positions of all 9 atoms, in Å:
C -1.549 -0.230 0.486  0.00
C 1.947 0.517 -0.009  0.16
H -1.257 -0.389 1.508  0.33
H -0.949 -0.411 -1.399  0.27
H 1.251 1.410 -0.206  0.28
N -0.584 -0.572 -0.396  -0.27
O 3.160 0.485 0.031  -0.43
S -3.013 0.169 -0.051  -0.34
S 0.994 -0.980 0.036  0.00

Net charge   0
Relative energy (zero: lowest compared OMol25 entry of this formula, charge and spin)   1.271 eV
Multiplicity   1
HOMO-LUMO gap   9.117 eV
HOMO   -9.235 eV

Computed, not measured: a single C12H14N2 molecule, with ωB97M-V/def2-TZVPD.

Each line ends with the Mulliken charge.
Positions of all 28 atoms, in Å:
C -4.130 0.965 -0.437  -0.38
C -3.382 2.138 0.126  -0.62
C -3.706 -0.351 -0.554  -1.01
C -2.102 1.890 0.344  -0.70
C -1.850 -1.818 -0.352  -1.04
C -2.363 -0.584 -0.225  1.53
C -1.566 0.524 0.173  0.56
C -0.223 0.602 -0.043  -0.84
C -0.249 -1.848 -0.108  -1.07
C 1.804 -0.608 0.662  -1.13
C 2.886 0.259 0.051  -0.20
C 0.587 -0.545 -0.344  0.37
N 2.922 1.470 0.113  -0.15
N 3.707 2.131 -0.794  -0.61
H -5.123 1.410 -0.487  0.26
H -3.848 3.077 0.085  0.43
H -4.304 -1.092 -1.084  0.30
H -1.432 2.701 0.625  0.27
H -2.519 -2.539 -0.825  0.29
H -0.132 -2.399 0.838  0.38
H 0.187 -2.595 -0.766  0.45
H 1.979 -1.725 0.748  0.37
H 1.283 -0.368 1.495  0.64
H 3.506 -0.326 -0.654  0.40
H 0.539 1.370 -0.058  0.45
H 1.084 -0.515 -1.272  0.57
H 4.480 1.665 -1.291  0.23
H 4.110 3.037 -0.457  0.24

Net charge   0
Relative energy (zero: lowest compared OMol25 entry of this formula, charge and spin)   5.967 eV
Multiplicity   1
HOMO-LUMO gap   7.256 eV
HOMO   -7.035 eV

Computed, not measured: a molecular structure, C2H22HfO16, with ωB97M-V/def2-TZVPD.

Each line ends with the Mulliken charge.
Positions of all 41 atoms, in Å:
Hf -7.329 -0.266 5.354  1.43
C -6.777 -1.983 3.550  0.98
O -7.238 -0.871 3.356  -0.21
O -6.309 -2.855 2.676  -0.03
O -6.732 -2.137 4.733  -0.28
H -6.525 -2.558 1.795  0.05
C -4.991 -0.892 7.499  0.65
O -4.412 -0.036 8.094  -0.52
O -4.525 -2.154 7.459  -0.39
O -6.008 -0.723 6.766  -0.81
H -3.790 -2.194 8.026  0.34
O -4.484 -5.141 0.690  -0.64
H -4.768 -5.982 0.352  0.33
H -5.106 -4.533 0.307  0.33
O -8.264 1.256 4.175  -0.42
H -8.883 0.970 3.465  0.33
H -8.219 2.181 4.107  0.32
O -8.105 -2.306 7.104  -0.52
H -7.994 -2.101 8.016  0.30
H -7.908 -3.276 7.083  0.32
O -5.339 0.368 4.635  -0.39
H -4.889 1.205 4.651  0.30
H -4.763 -0.183 4.054  0.33
O -9.258 -1.130 4.808  -0.43
H -10.020 -1.374 5.319  0.32
H -9.400 -1.713 4.035  0.30
O -6.619 -6.170 2.240  -0.55
H -6.118 -5.353 2.216  0.28
H -7.375 -5.908 2.746  0.32
O -6.089 -0.434 -0.075  -0.62
H -5.761 -1.283 0.120  0.34
H -7.020 -0.499 0.186  0.35
O -5.037 -4.916 4.432  -0.56
H -4.182 -4.513 4.484  0.32
H -5.672 -4.208 4.497  0.24
O -8.581 -1.273 0.441  -0.59
H -8.991 -1.277 1.306  0.25
H -9.174 -1.798 -0.123  0.32
O -6.383 -3.196 -0.230  -0.65
H -7.306 -3.235 0.077  0.21
H -6.530 -2.964 -1.168  0.36

Net charge   +2
Multiplicity   1
HOMO-LUMO gap   6.249 eV
HOMO   -15.102 eV

Computed, not measured: a gas-phase ion, C4H9N2 (charge +1), with ωB97M-V/def2-TZVPD.

Each line ends with the Mulliken charge.
Positions of all 15 atoms, in Å:
C -1.495 -0.145 -0.116  0.34
C -2.121 0.893 0.242  -1.04
C 0.562 0.903 -0.283  0.38
C 0.545 -1.537 0.161  -1.07
N -0.077 -0.249 -0.129  0.04
N 1.862 0.953 -0.322  -0.32
H -2.022 -1.134 -0.447  0.32
H -3.160 0.928 0.150  0.28
H -1.750 1.858 0.554  0.26
H -0.098 1.796 -0.102  0.20
H -0.077 -2.147 0.875  0.35
H 1.482 -1.239 0.595  0.38
H 0.661 -1.945 -0.816  0.43
H 2.337 -0.002 -0.301  0.17
H 2.458 1.783 -0.531  0.28

Net charge   +1
Relative energy (zero: lowest compared OMol25 entry of this formula, charge and spin)   1.964 eV
Multiplicity   1
HOMO-LUMO gap   10.216 eV
HOMO   -14.047 eV

no.,total energy (hartree)
1,-1234.0930
2,-13429.2183
3,-4062.1775
4,-1004.3408
5,-574.9818
6,-1340.7764
7,-267.0271